Record 1
{"formula": "C3H4OS", "method": "ωB97M-V/def2-TZVPD", "total_energy_ha": -590.07238, "max_force_ha_per_bohr": 0.0773, "gap_ev": 8.35, "symbols": ["C", "C", "C", "O", "S", "H", "H", "H", "H"], "positions_angstrom": [[-0.94, 0.84, 0.71], [-0.40, -0.41, -0.03], [1.05, -0.44, -0.46], [-0.73, 1.99, 0.40], [-1.67, -1.33, -0.18], [-1.67, 0.51, 1.34], [1.32, -1.41, -0.54], [1.76, 0.18, 0.20], [1.28, 0.07, -1.45]]}

Record 2
{"formula": "C3H4OS", "method": "ωB97M-V/def2-TZVPD", "total_energy_ha": -590.00581, "max_force_ha_per_bohr": 0.0740, "gap_ev": 10.28, "symbols": ["C", "C", "C", "O", "S", "H", "H", "H", "H"], "positions_angstrom": [[-2.19, 0.32, 0.56], [-1.26, 0.18, -0.15], [1.36, 0.06, 0.18], [0.04, -1.39, -1.81], [0.14, -0.05, -1.23], [-3.07, 0.55, 1.05], [2.31, 0.32, -0.22], [1.63, -0.88, 0.74], [1.05, 0.90, 0.89]]}

Record 3
{"formula": "C3H4OS", "method": "ωB97M-V/def2-TZVPD", "total_energy_ha": -589.97348, "max_force_ha_per_bohr": 0.0450, "gap_ev": [7.60, 7.52], "symbols": ["C", "C", "C", "O", "S", "H", "H", "H", "H"], "positions_angstrom": [[-0.29, 1.93, -0.46], [-0.22, 0.79, -0.11], [0.00, -0.60, 0.24], [-3.03, -0.91, -0.51], [-3.09, 0.31, 0.29], [-0.78, 2.81, -0.63], [0.87, -1.04, -0.18], [-0.77, -0.97, -0.39], [-0.38, -0.89, 1.18]]}

Record 4
{"formula": "C3H4OS", "method": "ωB97M-V/def2-TZVPD", "total_energy_ha": -589.89464, "max_force_ha_per_bohr": 0.0421, "gap_ev": [8.82, 8.00], "spin_multiplicity": 3, "symbols": ["C", "C", "C", "O", "S", "H", "H", "H", "H"], "positions_angstrom": [[1.05, -1.03, 0.96], [0.15, -0.87, -0.25], [0.15, 0.16, 0.82], [4.60, -0.61, -0.55], [4.36, 0.77, -0.20], [0.86, -0.53, -0.98], [-0.74, -1.44, -0.50], [-0.69, -0.03, 1.51], [0.56, 1.10, 0.59]]}

Record 5
{"formula": "C3H4OS2", "method": "ωB97M-V/def2-TZVPD", "total_energy_ha": -988.24818, "max_force_ha_per_bohr": 0.0992, "gap_ev": 8.30, "symbols": ["C", "C", "C", "O", "S", "S", "H", "H", "H", "H"], "positions_angstrom": [[-0.17, -0.19, -0.12], [2.10, -0.50, 0.00], [-1.44, -0.38, 0.35], [0.85, -1.01, 0.19], [2.48, 1.04, -0.35], [-2.78, 0.83, 0.05], [-0.02, 0.70, -0.81], [2.74, -1.33, 0.18], [-1.82, -1.08, 0.97], [-1.95, 1.91, -0.46]]}

Record 6
{"formula": "C3H4OS2", "method": "ωB97M-V/def2-TZVPD", "total_energy_ha": -988.28380, "max_force_ha_per_bohr": 0.0762, "gap_ev": 10.35, "symbols": ["C", "C", "C", "O", "S", "S", "H", "H", "H", "H"], "positions_angstrom": [[-0.02, -0.12, -1.28], [-0.45, 0.30, -0.14], [1.64, 0.65, 1.38], [1.92, 1.37, 0.53], [0.12, -0.27, 1.47], [2.59, 0.30, 2.81], [-0.19, 0.33, -2.27], [0.67, -0.90, -1.25], [-1.11, 1.19, -0.08], [1.84, -0.79, 2.99]]}